DFT (the ωB97M-V functional and the def2-TZVPD basis) results for a molecular structure, C7H14O3 in a non-equilibrium geometry.

Properties
**Strongest force on any atom**: 6.068 eV Å⁻¹
**Net charge**: 0
**Electronic energy**: -13618.6445 eV
**LUMO energy**: -2.217 eV
**Energy relative to the best compared isomer or geometry (same formula, charge and spin)**: 243.0 kcal/mol
**Gap between HOMO and LUMO**: 7.375 eV

Structure (XYZ):
```
24
Properties=species:S:1:pos:R:3:forces:R:3:nbo_charge:R:1
C 1.69616 1.23837 0.97593 2.8 -2.2 -3.1 -0.64
C 1.03251 0.73163 -0.40746 3.4 1.3 -1.3 -0.26
C -0.35739 1.27125 -0.60380 -1.6 2.5 -2.1 -0.44
C -1.45998 0.46848 0.00450 -0.4 -2.3 1.4 0.04
C -1.29264 -1.04579 -0.22755 1.9 -1.4 -1.3 0.05
C 0.11876 -1.52717 0.14089 -1.1 -0.3 -2.7 -0.42
C 1.16078 -0.74462 -0.71178 -1.1 -3.0 2.8 0.09
H 2.34579 2.30348 0.79717 -1.9 -3.3 0.7 0.24
H 0.95680 1.28064 1.77558 0.4 0.0 0.1 0.21
H 2.42110 0.06066 0.97317 -1.6 4.2 1.5 0.22
H 1.79764 0.98302 -1.28961 -1.6 1.0 1.7 0.22
H -0.40396 2.28377 -0.05542 0.1 -1.1 -1.4 0.23
H -0.73410 1.39222 -1.76081 1.3 0.0 2.6 0.23
H -1.41558 0.52219 1.17061 0.0 0.1 -1.9 0.16
H -3.45087 1.08016 1.06108 1.3 -0.5 -4.8 0.40
H -1.32700 -1.51868 -1.22206 -0.6 1.7 -0.9 0.17
H -2.90402 -0.92582 0.60180 1.5 -4.5 -0.3 0.47
H 0.07430 -2.60234 -0.15562 0.6 0.7 0.7 0.22
H 0.18056 -1.39063 1.15993 1.0 0.1 2.4 0.20
H 0.84302 -0.94555 -1.75556 1.0 0.2 0.2 0.19
H 3.33932 -0.50077 -0.14634 -4.0 -4.1 -1.0 0.45
O -2.79959 0.83154 -0.50624 -0.7 0.9 5.8 -0.61
O -2.24493 -1.82288 0.45585 -3.3 4.8 1.6 -0.71
O 2.42333 -1.42315 -0.27425 2.8 5.2 -0.8 -0.70
```
Forces are in eV/Å.